{
  "formula": "H3OPSi",
  "method": "ωB97M-V with the def2-TZVPD basis set",
  "spin_multiplicity": 3,
  "total_energy_ev": -19260.0517,
  "charge": 0,
  "s2": 2.004,
  "elements": ["O", "Si", "P", "H", "H", "H"],
  "coordinates": [[-0.127, -0.280, -0.183], [0.089, 1.196, 0.491], [-0.506, -1.934, -0.082], [0.836, 1.912, -0.687], [0.886, 1.299, 1.705], [-1.177, -2.194, -1.245]],
  "mulliken_spin": [0.146, 0.784, 0.935, 0.067, 0.071, -0.003]
}